A 13-piece molecular cluster, C39H104O13 overall in a non-equilibrium geometry, computed with the ωB97M-V functional and the def2-TZVPD basis.

- Relative energy (zero: lowest compared OMol25 entry of this formula, charge and spin): 345.0 kJ/mol
- Net charge: +1
- Spin multiplicity: 2
- Kohn-Sham gap (alpha / beta): 9.44 / 2.77 eV

Last column: Mulliken charge in e.
CARTESIAN COORDINATES (ANGSTROEM)
C  -2.796  4.016  -2.268  -1.00
C  -1.934  5.095  -1.778  0.58
C  -0.473  4.904  -2.211  -1.04
O  -2.428  6.341  -2.125  -0.59
H  -3.825  4.104  -1.921  0.36
H  -2.482  3.033  -1.916  0.00
H  -2.807  3.806  -3.338  0.40
H  -2.004  5.220  -0.697  0.20
H  0.047  5.850  -2.059  0.33
H  -0.484  4.673  -3.276  0.50
H  0.021  4.170  -1.574  -0.07
H  -2.482  6.377  -3.083  0.36
C  4.317  0.571  -2.455  -1.58
C  4.495  1.116  -1.035  0.80
C  4.240  2.598  -0.883  -1.37
O  3.691  0.341  -0.164  -0.31
H  5.077  1.102  -3.027  0.45
H  3.293  0.525  -2.826  0.23
H  4.712  -0.434  -2.308  0.34
H  5.549  0.964  -0.803  0.51
H  4.349  2.876  0.166  0.17
H  3.240  2.846  -1.239  0.25
H  4.917  3.204  -1.484  0.49
H  4.051  0.658  0.667  -0.24
C  -6.534  0.772  -0.332  -1.49
C  -5.499  0.415  -1.366  1.28
C  -5.870  -0.910  -2.168  -1.48
O  -5.367  1.548  -2.287  -0.31
H  -6.237  0.375  0.639  0.34
H  -7.443  0.202  -0.522  0.38
H  -6.576  1.860  -0.271  0.41
H  -4.574  0.109  -0.878  -0.52
H  -5.025  -1.295  -2.740  0.27
H  -6.724  -0.897  -2.845  0.44
H  -6.264  -1.729  -1.567  0.44
H  -6.290  1.789  -2.398  0.23
C  6.315  -2.201  -0.053  -1.78
C  5.815  -1.748  1.296  1.46
C  4.517  -2.441  1.595  -1.04
O  6.731  -2.128  2.305  -0.62
H  6.851  -3.141  0.078  0.46
H  6.921  -1.415  -0.505  0.39
H  5.517  -2.438  -0.756  0.23
H  5.680  -0.667  1.277  -0.20
H  4.748  -3.507  1.579  0.52
H  3.750  -2.241  0.847  0.11
H  4.179  -2.226  2.609  0.10
H  7.392  -1.431  2.314  0.42
C  -0.577  -4.674  -2.824  -1.28
C  -0.201  -5.681  -1.734  0.39
C  0.281  -4.861  -0.520  -0.89
O  -1.259  -6.486  -1.267  -0.56
H  0.307  -4.175  -3.222  0.30
H  -1.418  -4.016  -2.608  0.28
H  -0.956  -5.246  -3.672  0.45
H  0.569  -6.342  -2.131  0.25
H  1.347  -4.698  -0.674  0.39
H  0.266  -5.495  0.366  0.53
H  -0.333  -4.003  -0.248  -0.15
H  -0.897  -6.973  -0.523  0.33
C  -4.107  2.400  -7.127  -1.47
C  -4.468  1.578  -5.847  0.71
C  -3.246  0.969  -5.112  -0.86
O  -4.991  2.531  -5.003  -0.53
H  -3.200  2.990  -6.991  0.32
H  -4.879  3.134  -7.357  0.38
H  -4.076  1.824  -8.051  0.37
H  -5.214  0.799  -6.008  0.25
H  -3.495  0.006  -4.666  0.30
H  -2.953  1.580  -4.258  -0.07
H  -2.487  0.694  -5.844  0.44
H  -4.811  2.165  -4.134  0.21
C  2.674  -2.188  -6.079  -1.36
C  1.446  -1.226  -6.005  0.39
C  0.757  -0.934  -4.624  -0.77
O  1.687  0.064  -6.572  -0.50
H  2.593  -3.273  -6.144  0.36
H  3.376  -1.805  -5.339  0.30
H  3.154  -2.089  -7.053  0.43
H  0.692  -1.790  -6.554  0.10
H  1.489  -0.811  -3.826  -0.04
H  -0.028  -1.601  -4.270  0.38
H  0.331  0.070  -4.612  0.37
H  2.430  -0.057  -7.168  0.33
C  -4.814  -4.286  2.131  -1.28
C  -3.899  -3.186  2.727  0.41
C  -3.181  -2.444  1.553  0.14
O  -4.539  -2.340  3.664  -0.51
H  -5.261  -4.072  1.160  0.25
H  -5.573  -4.676  2.810  0.37
H  -4.179  -5.093  1.765  0.37
H  -3.097  -3.707  3.249  0.00
H  -3.873  -1.836  0.970  0.31
H  -2.543  -3.039  0.899  0.30
H  -2.388  -1.843  1.999  -0.81
H  -4.944  -2.943  4.291  0.36
C  0.353  -0.538  0.860  0.76
C  0.214  -0.426  -0.707  1.49
C  -1.181  -0.077  -1.281  -1.43
O  1.077  0.540  -1.195  0.22
H  1.282  -1.068  1.070  -0.15
H  -0.450  -1.118  1.315  -0.63
H  0.371  0.410  1.398  -0.17
H  0.499  -1.419  -1.052  0.15
H  -1.598  0.675  -0.611  0.23
H  -1.795  -0.970  -1.165  0.38
H  -1.299  0.271  -2.308  0.39
H  1.930  0.327  -0.809  -0.08
C  5.323  1.962  4.997  -1.41
C  4.922  1.166  3.804  0.16
C  3.392  1.155  3.592  -0.17
O  5.459  1.880  2.692  -0.58
H  5.246  3.031  4.798  0.31
H  6.333  1.820  5.380  0.36
H  4.579  1.753  5.766  0.37
H  5.474  0.229  3.731  0.31
H  2.918  0.684  4.454  0.35
H  3.059  0.592  2.720  -0.16
H  2.950  2.143  3.464  0.16
H  4.899  2.660  2.668  0.36
C  0.892  4.197  1.451  -0.19
C  0.905  5.150  2.702  0.22
C  -0.361  5.529  3.351  -1.16
O  1.744  4.501  3.695  -0.55
H  0.314  4.625  0.632  0.12
H  0.425  3.244  1.698  -0.11
H  1.842  3.925  0.992  0.15
H  1.458  6.044  2.414  0.32
H  -1.139  5.853  2.660  0.32
H  -0.200  6.355  4.044  0.35
H  -0.767  4.747  3.992  0.18
H  1.205  3.751  3.956  0.26
C  -2.359  1.109  5.394  -1.45
C  -1.567  0.601  4.064  1.00
C  -2.289  1.156  2.844  -0.98
O  -0.297  1.199  4.170  -0.36
H  -1.906  0.584  6.235  0.46
H  -3.370  0.714  5.295  0.42
H  -2.309  2.180  5.590  0.30
H  -1.453  -0.479  3.976  -0.23
H  -2.482  2.200  3.090  0.49
H  -3.100  0.527  2.477  0.33
H  -1.644  1.186  1.965  -0.20
H  0.085  0.913  5.003  0.24
C  1.537  -2.090  4.649  -0.80
C  1.188  -3.134  3.721  1.09
C  1.530  -4.549  4.192  -1.64
O  -0.263  -3.019  3.560  -0.35
H  2.600  -2.221  4.852  0.49
H  0.879  -2.067  5.518  0.45
H  1.330  -1.110  4.220  -0.22
H  1.598  -2.916  2.735  -0.41
H  1.435  -5.384  3.498  0.34
H  0.838  -4.917  4.949  0.38
H  2.523  -4.589  4.641  0.37
H  -0.590  -3.024  4.463  0.32